[1]
Formula: C18H27NO3
Source: the OMol25 dataset
Level of theory: ωB97M-V/def2-TZVPD

Calculated values
Orbital gap, Eh: 0.323
SMILES string: C=CCc1ccc(OC[C@@H](O)CN2CCCCC2)c(OC)c1
HOMO, eV: -8.0
E_LUMO, eV: 0.8
Energy, eV: -26735.123
Energy above the lowest of the compared OMol25 structures with the same formula, charge and spin, kJ/mol: 267.7
Strongest force on any atom, Eh/bohr: 0.0146
Net charge: 0

CARTESIAN COORDINATES (ANGSTROEM)
C1 4.2939 4.0919 1.6537
C2 4.2002 3.4446 0.5082
C3 4.9496 2.1873 0.1788
C4 3.9703 1.0738 -0.0810
C5 3.4783 0.3017 0.9586
C6 2.5474 -0.6907 0.7129
C7 2.0676 -0.9456 -0.5668
O1 1.1572 -1.9395 -0.8593
C8 0.4269 -2.5800 0.1620
C9 -0.7494 -1.7460 0.7215
O2 -0.3489 -0.8676 1.7466
C10 -1.4827 -1.0262 -0.4339
N1 -2.8141 -0.5394 -0.1688
C11 -3.7952 -1.5739 0.0926
C12 -5.1982 -0.9827 -0.0206
C13 -5.3613 0.1537 0.9826
C14 -4.2630 1.1845 0.7477
C15 -2.8927 0.5158 0.8253
C16 2.5622 -0.1691 -1.6312
O3 2.2361 -0.2565 -2.9528
C17 1.3376 -1.2270 -3.4390
C18 3.4993 0.8242 -1.3582
H1 3.7292 4.9871 1.8524
H2 4.9480 3.7575 2.4426
H3 3.5337 3.7948 -0.2691
H4 5.6086 1.9230 1.0071
H5 5.5555 2.3548 -0.7150
H6 3.8194 0.4688 1.9688
H7 2.1931 -1.2756 1.5468
H8 0.0199 -3.4700 -0.3261
H9 1.0720 -2.9042 0.9859
H10 -1.4320 -2.4481 1.2123
H11 0.1613 -0.1442 1.3608
H12 -0.8747 -0.1695 -0.7479
H13 -1.5476 -1.7216 -1.2762
H14 -3.6641 -2.3685 -0.6469
H15 -3.6759 -2.0150 1.0986
H16 -5.9397 -1.7636 0.1577
H17 -5.3372 -0.5972 -1.0317
H18 -6.3451 0.6150 0.8781
H19 -5.2794 -0.2417 1.9981
H20 -4.3209 1.9833 1.4889
H21 -4.3853 1.6230 -0.2440
H22 -2.1128 1.2505 0.6085
H23 -2.7292 0.1318 1.8456
H24 1.3355 -1.0900 -4.5207
H25 0.3269 -1.0742 -3.0537
H26 1.6661 -2.2402 -3.2008
H27 3.8540 1.4006 -2.1989

Force components x, y, z for each atom (eV/Å):
0.0 0.2 0.1
0.2 -0.1 -0.1
-0.1 0.1 0.0
0.0 -0.2 -0.1
0.0 0.0 -0.1
0.0 -0.1 0.0
-0.1 0.0 -0.2
0.4 0.4 -0.2
-0.5 -0.1 0.5
0.2 -0.3 -0.7
0.1 0.4 0.3
0.1 -0.2 0.3
0.0 0.0 0.1
-0.2 0.0 -0.2
0.1 -0.2 0.3
0.0 0.1 -0.3
0.1 -0.1 0.2
-0.2 0.3 -0.1
0.0 0.1 0.0
0.2 0.2 0.3
-0.3 -0.3 -0.3
-0.1 -0.2 0.1
-0.1 0.2 0.0
0.2 -0.1 0.1
-0.1 0.1 -0.1
0.1 0.0 0.0
0.1 0.0 0.0
0.0 0.0 0.1
-0.1 -0.1 0.0
0.0 0.0 0.1
0.0 0.0 -0.1
0.0 0.0 -0.1
0.0 0.0 0.0
0.1 -0.1 -0.1
0.1 0.1 0.0
0.0 0.0 0.1
0.0 0.0 0.0
0.0 0.0 0.0
0.0 0.0 -0.1
0.0 0.0 0.1
0.0 0.0 0.1
0.0 0.1 0.0
0.0 0.1 0.0
0.0 0.0 0.1
0.0 0.1 0.0
0.0 0.0 0.1
0.1 0.0 0.0
0.0 0.1 0.0
0.1 0.1 -0.1

---

[2]
Formula: C18H28AlN2O5P
Source: the OMol25 dataset
Level of theory: ωB97M-V/def2-TZVPD

Calculated values
Orbital gap, Eh: 0.296
HOMO, eV: -16.0
E_LUMO, eV: -7.9
Energy, eV: -48209.292
Strongest force on any atom, Eh/bohr: 0.1506
Net charge: +2

CARTESIAN COORDINATES (ANGSTROEM)
Al1 1.6860 -0.0287 -0.3150
O1 0.8526 -3.0153 5.5263
C1 0.7496 -1.5985 5.4834
C2 1.0891 -1.0902 4.1093
C3 1.7713 0.1114 3.9534
C4 2.0236 0.5526 2.6723
N1 1.6397 -0.1088 1.5618
C5 0.9552 -1.2976 1.6664
C6 0.6741 -1.7801 2.9548
C7 0.5097 -2.0702 0.4048
C8 -0.1863 -3.2861 0.5018
C9 -0.6101 -3.9883 -0.6420
C10 -1.3224 -5.3080 -0.5264
O2 -2.2088 -5.2985 0.5845
C11 -0.3007 -3.4652 -1.8926
C12 0.3878 -2.2723 -1.9449
N2 0.7859 -1.5877 -0.8536
H1 0.6752 -3.2799 6.4443
H2 1.4388 -1.1891 6.2295
H3 -0.2736 -1.3079 5.7425
H4 2.1040 0.6954 4.8040
H5 2.5565 1.4814 2.4910
H6 0.1322 -2.7065 3.1075
H7 -0.4286 -3.7251 1.4628
H8 -0.5913 -6.1116 -0.3911
H9 -1.9142 -5.5084 -1.4258
H10 -2.6729 -6.1522 0.5779
H11 -0.5870 -3.9672 -2.8099
H12 0.6518 -1.8153 -2.8939
C13 -0.7770 5.2414 -0.4255
C14 0.3379 4.4240 -1.0524
O3 -0.2275 3.2913 -1.6745
P1 0.5921 1.8660 -1.0889
O4 0.5237 1.1477 -2.6896
C15 1.3607 1.8467 -3.5841
C16 0.5081 2.4781 -4.6780
O5 -0.7167 1.5894 0.0488
C17 -1.8002 0.9511 -0.6016
C18 -2.9312 1.9418 -0.8575
H13 -0.3482 6.1342 0.0738
H14 -1.3130 4.6258 0.3289
H15 -1.4955 5.5663 -1.2071
H16 1.0680 4.1938 -0.2404
H17 0.8692 5.0261 -1.8188
H18 2.0686 1.1233 -4.0401
H19 1.9761 2.6411 -3.1043
H20 -0.0577 1.6928 -5.2234
H21 1.1596 3.0198 -5.3939
H22 -0.2152 3.1976 -4.2404
H23 -2.1723 0.1420 0.0607
H24 -1.5276 0.4486 -1.5549
H25 -3.2796 2.3778 0.1019
H26 -3.7775 1.4194 -1.3500
H27 -2.6018 2.7615 -1.5261
H28 3.1917 -0.0287 -0.8476

Force components x, y, z for each atom (eV/Å):
3.4 0.2 -0.9
-0.2 0.2 0.0
0.3 -0.7 0.5
-0.2 -0.1 -0.3
-0.1 -0.2 -0.4
0.2 0.5 -0.6
-1.2 -1.5 -0.3
-0.3 -0.4 1.5
0.1 -0.1 -0.4
-0.8 -1.3 0.1
0.1 0.4 0.2
0.3 0.1 0.3
-0.8 -0.2 0.3
0.2 -0.1 -0.1
0.2 0.3 0.3
0.4 0.6 -0.4
-0.6 0.2 1.9
0.1 -0.1 -0.4
-0.1 0.4 -0.2
0.0 0.3 -0.1
0.0 -0.1 -0.1
0.0 -0.1 0.0
0.1 0.1 -0.1
0.0 0.1 -0.1
0.2 0.1 -0.3
0.4 0.1 -0.2
0.1 0.4 0.2
0.0 0.1 0.1
-0.1 0.0 0.1
-0.3 0.2 0.1
0.3 2.5 0.8
3.0 -3.3 1.0
-6.1 3.5 -3.3
-0.9 -0.7 4.6
1.3 0.9 -1.8
-0.3 0.2 -0.2
4.0 -1.1 -2.1
-2.6 -0.9 -0.6
-0.3 0.2 -0.1
-0.3 -0.5 -0.3
0.3 0.4 -0.4
0.4 -0.1 0.5
-0.2 -0.2 -0.5
-0.1 -0.4 0.4
-0.3 0.3 0.4
-0.3 -0.4 0.1
0.4 0.5 0.3
-0.4 -0.4 0.4
0.5 -0.4 -0.3
0.3 0.4 -0.2
0.2 0.4 0.4
0.2 -0.2 -0.6
0.4 0.3 0.4
-0.2 -0.5 0.4
-0.6 0.1 0.1

---

[3]
Formula: C18H28AuN4O2P2
Source: the OMol25 dataset
Level of theory: ωB97M-V/def2-TZVPD

Calculated values
Orbital gap (spin up / spin down), Eh: 0.284 / 0.075
HOMO (spin up / spin down), eV: -16.1 / -16.1
E_LUMO (spin up / spin down), eV: -8.4 / -14.0
⟨S²⟩: 2.012
Energy, eV: -51419.461
Spin multiplicity: 3
Strongest force on any atom, Eh/bohr: 0.0454
Net charge: +3

CARTESIAN COORDINATES (ANGSTROEM)
Au1 0.3070 -0.7891 0.4414
C1 3.1353 -0.1114 -1.2810
P1 1.8538 0.7812 -0.3653
C2 2.7480 1.8270 0.8038
C3 0.9515 1.7804 -1.5699
C4 1.6552 2.6312 -2.4227
C5 0.9739 3.3972 -3.3612
C6 -0.4104 3.3139 -3.4571
C7 -1.1189 2.4653 -2.6144
C8 -0.4421 1.6932 -1.6700
P2 -1.3862 0.6092 -0.5756
C9 -2.7502 1.5344 0.1817
C10 -2.2013 -0.5952 -1.6633
H1 2.7287 -0.5115 -2.2088
H2 3.5366 -0.9227 -0.6737
H3 3.9547 0.5709 -1.5190
H4 3.1943 2.6483 0.2375
H5 3.5473 1.2453 1.2627
H6 2.0769 2.2184 1.5585
H7 2.7349 2.7095 -2.3637
H8 1.5247 4.0568 -4.0188
H9 -0.9401 3.9081 -4.1901
H10 -2.1983 2.4150 -2.7025
H11 -3.6066 1.4791 -0.4912
H12 -2.4500 2.5664 0.3299
H13 -3.0320 1.1032 1.1420
H14 -2.9052 -0.0839 -2.3244
H15 -2.7573 -1.3217 -1.0692
H16 -1.4618 -1.1062 -2.2789
C11 -0.1571 4.9521 0.5558
N1 -0.6110 4.4736 1.8246
C12 -0.6298 3.0989 2.1720
N2 -1.1359 2.7976 3.3738
O1 -0.2207 2.2489 1.4104
H17 0.3802 5.8937 0.6973
H18 -1.0003 5.1213 -0.1328
H19 0.5181 4.2159 0.1214
H20 -0.9696 5.1642 2.4959
H21 -1.4245 3.5018 4.0435
H22 -1.0620 1.8397 3.6927
N3 0.0824 -7.9738 2.0926
C13 -0.2956 -7.2188 1.0395
O2 -0.8055 -7.7106 0.0815
C14 -0.1550 -5.7297 0.9502
C15 -0.0121 -5.1407 -0.2975
C16 0.0987 -3.7709 -0.3591
N4 0.0687 -2.9885 0.7370
C17 -0.0737 -3.5671 1.9388
C18 -0.1956 -4.9327 2.0933
H23 -0.0702 -8.9679 2.1045
H24 0.5910 -7.5722 2.8616
H25 0.0354 -5.7225 -1.2063
H26 0.2204 -3.2769 -1.3143
H27 -0.0945 -2.9143 2.8010
H28 -0.3442 -5.3338 3.0858

Force components x, y, z for each atom (eV/Å):
0.0 -0.8 -0.3
0.0 0.1 0.0
0.0 -0.5 -0.1
0.0 0.1 -0.2
0.0 0.2 0.1
-0.1 0.1 0.0
0.0 0.0 0.0
0.0 0.0 0.0
0.1 0.1 0.0
-0.1 0.3 0.1
0.1 -0.8 -0.6
0.1 0.0 0.1
-0.1 0.1 0.0
0.0 -0.1 0.0
0.0 0.0 0.0
0.0 0.0 0.0
0.1 0.0 0.1
0.0 0.0 0.0
0.1 0.0 0.1
0.0 0.0 0.0
0.0 0.0 0.0
0.0 0.0 0.0
0.0 0.0 0.0
0.0 0.1 0.0
-0.1 0.1 -0.1
0.0 -0.1 0.0
0.0 0.0 0.0
0.0 0.0 0.0
0.0 0.0 0.0
0.8 -0.4 0.4
-0.3 1.0 -0.3
0.0 -2.0 0.8
0.0 1.2 0.2
0.2 0.9 -0.4
-0.3 0.2 0.0
-0.2 0.1 0.1
-0.2 -0.2 -0.1
0.0 -0.1 -0.1
0.0 -0.2 0.0
-0.1 0.1 0.0
0.5 1.4 0.9
0.1 -0.8 0.1
-1.0 -0.9 -1.9
0.5 0.0 1.5
0.1 0.3 0.0
0.0 0.0 -0.1
0.0 0.8 0.1
-0.1 0.0 0.2
0.0 0.4 -0.5
-0.1 0.0 -0.3
0.0 -0.2 0.1
-0.1 -0.2 0.1
0.0 0.0 0.0
0.0 0.0 0.0
0.1 -0.1 0.0

---

[4]
Formula: C18H28BO7
Source: the OMol25 dataset
Level of theory: ωB97M-V/def2-TZVPD

Calculated values
Orbital gap, Eh: 0.258
HOMO, eV: -4.5
E_LUMO, eV: 2.6
Energy, eV: -34117.059
Strongest force on any atom, Eh/bohr: 0.2150
Net charge: -1

CARTESIAN COORDINATES (ANGSTROEM)
C1 0.2786 -4.2348 -3.4419
C2 -0.4276 -3.0251 -3.4082
C3 -1.4487 -1.7421 -3.6440
C4 -0.9411 -0.4144 -2.8104
C5 -1.1967 0.7955 -3.8874
C6 -0.4606 2.2263 -3.4852
O1 0.8344 2.1594 -3.1670
O2 -1.2873 3.4404 -3.5640
C7 -0.6285 4.6098 -2.9624
C8 -0.0424 4.7298 -1.4361
O3 -0.5364 5.7237 -3.7401
O4 0.4251 -0.7511 -2.3797
B1 0.4649 -0.5035 -0.9012
C9 1.6773 -1.1903 -0.0175
C10 2.8475 -1.3681 0.7811
O5 -0.9401 -0.7842 -0.4473
C11 -1.7251 -0.0139 -1.4274
C12 -3.3549 -0.2822 -1.3381
C13 -4.1583 0.9653 -0.6097
O6 -3.7298 0.9925 0.7974
C14 -2.9760 2.2195 1.1243
C15 -1.7440 1.9391 2.2201
H1 0.8891 -5.2463 -3.2786
H2 -1.5397 -1.5096 -4.8088
H3 -2.5386 -2.0893 -3.3190
H4 -0.8697 0.5573 -4.9866
H5 -2.3620 1.0059 -3.9007
H6 0.0021 3.6771 -0.8810
H7 1.0708 5.1482 -1.5288
H8 -0.6375 5.5279 -0.8207
H9 0.4795 0.6897 -0.7886
H10 3.7144 -1.5808 1.5733
H11 -1.6532 1.1135 -1.0848
H12 -3.7596 -0.4038 -2.4343
H13 -3.4768 -1.2983 -0.7361
H14 -5.3269 0.7448 -0.7081
H15 -3.9523 1.9490 -1.2101
H16 -3.6856 3.0030 1.6516
H17 -2.4312 2.7068 0.1866
H18 -2.0202 2.3456 3.2821
H19 -0.7563 2.4722 1.8805
H20 -1.6459 0.7525 2.2559
C16 4.9191 -3.9590 4.9247
C17 4.3505 -2.6852 4.3198
C18 3.5836 -1.8754 5.3530
O7 3.4801 -3.0217 3.2425
H21 4.1186 -4.6038 5.3044
H22 5.4579 -4.5377 4.1668
H23 5.6056 -3.7334 5.7467
H24 5.1640 -2.0790 3.9067
H25 2.7358 -2.4463 5.7479
H26 3.1697 -0.9678 4.9006
H27 4.2300 -1.5873 6.1878
H28 2.7546 -3.5602 3.6000

Force components x, y, z for each atom (eV/Å):
-4.6 7.6 0.6
3.7 -7.6 -0.9
-0.2 -1.4 0.1
0.9 -0.2 -0.2
-0.4 1.9 0.0
5.7 -2.3 1.2
-8.4 1.8 -2.0
3.4 -0.2 2.0
0.8 6.1 -3.7
0.6 -0.8 -0.2
-0.9 -7.5 4.9
-2.4 0.8 -1.1
-0.6 0.4 0.1
9.1 -1.1 6.1
-7.6 1.1 -4.7
-1.7 0.6 -1.3
-0.1 -0.9 1.6
0.6 -0.3 -0.1
0.0 -1.6 -1.1
0.6 2.2 -1.5
1.2 1.0 1.1
-0.8 -0.8 -0.3
-1.7 3.1 -0.4
0.5 -0.7 2.5
2.4 0.6 -0.5
-0.4 0.4 2.2
2.3 -0.5 0.0
-0.2 2.3 -1.3
-2.6 -1.1 0.0
0.8 -1.6 -1.4
1.0 0.9 0.5
-2.7 0.5 -2.4
0.5 -1.7 -1.4
0.5 0.2 2.0
0.0 2.2 -1.3
2.4 0.5 0.5
-0.2 -1.6 1.4
1.2 -1.4 -1.4
-1.5 -1.1 1.7
0.4 -0.8 -2.0
-1.9 -1.3 0.5
0.2 2.7 -0.1
0.4 -0.2 -0.1
-0.6 -0.4 0.3
0.0 0.4 0.0
0.2 -0.2 0.2
0.0 0.2 0.1
0.0 0.1 0.1
-0.1 -0.1 0.0
-0.2 -0.1 -0.1
0.1 -0.1 0.0
0.1 -0.1 0.0
-0.1 0.0 0.0
0.2 0.3 -0.2